# 1
Density functional theory data (ωB97M-V/def2-TZVPD) for the molecule C18H20N2O5 in a non-equilibrium geometry.

Its SMILES is COc1ccc(CCNC(=O)Nc2ccc3c(c2)OCO3)cc1OC. For the highest occupied orbital energy, the calculation gives -7.919 eV. As for the multiplicity: 1. The calculation puts the relative energy (zero: lowest compared OMol25 entry of this formula, charge and spin) at 44.5 kcal per mole.

Each line ends with the Löwdin charge.
CARTESIAN COORDINATES (ANGSTROEM)
C 1.694435 3.955144 -0.335879  -0.077
O 0.785609 3.028615 0.215940  -0.080
C 1.216781 1.806823 0.651766  -0.211
C 0.344828 1.163268 1.522139  -0.008
C 0.601311 -0.108513 1.997155  -0.045
C 1.778500 -0.751302 1.652550  -0.246
C 2.035526 -2.180322 2.046123  -0.121
C 1.956461 -3.078091 0.793316  -0.164
N 0.870390 -2.668859 -0.072495  0.073
C 1.144891 -1.849409 -1.127506  -0.554
O 2.234521 -1.777183 -1.662633  0.046
N 0.092827 -1.105190 -1.621875  0.149
C -1.179558 -0.906658 -1.076361  -0.247
C -1.974934 -1.981584 -0.691264  -0.040
C -3.239702 -1.791537 -0.137739  0.015
C -3.683497 -0.500245 -0.005762  -0.207
C -2.903310 0.580976 -0.423525  -0.197
C -1.654032 0.408993 -0.959640  0.069
O -3.583896 1.744399 -0.199318  0.041
C -4.815428 1.369687 0.379777  -0.157
O -4.872687 -0.035772 0.494648  0.033
C 2.671076 -0.101821 0.810157  0.018
C 2.399017 1.145887 0.267493  -0.186
O 3.215681 1.745232 -0.653955  -0.105
C 4.231478 0.964362 -1.246233  -0.068
H 1.155688 4.902694 -0.362937  0.092
H 1.995113 3.678189 -1.348520  0.089
H 2.586406 4.061131 0.285272  0.099
H -0.562000 1.682372 1.788615  0.122
H -0.118041 -0.592456 2.641768  0.113
H 3.020644 -2.292413 2.501594  0.117
H 1.284234 -2.498086 2.771711  0.110
H 2.869584 -2.998626 0.200979  0.117
H 1.810888 -4.122676 1.082353  0.116
H -0.003339 -2.492967 0.404096  0.109
H 0.403223 -0.399113 -2.275572  0.154
H -1.624204 -2.987761 -0.857861  0.115
H -3.850690 -2.625811 0.162227  0.119
H -1.056946 1.251829 -1.263457  0.128
H -5.643974 1.721644 -0.255603  0.140
H -4.906849 1.825976 1.378711  0.140
H 3.579844 -0.611525 0.536681  0.119
H 3.833513 0.020231 -1.629354  0.080
H 4.613271 1.564995 -2.070819  0.095
H 5.046177 0.766198 -0.542290  0.096

Forces on atoms 1 to 6 (eV/Å):
C 0.200 0.407 -0.204
O -0.159 -0.396 -0.032
C -0.060 -0.046 0.152
C 0.189 0.144 -0.175
C 0.147 0.013 0.041
C 0.033 0.072 0.208

# 2
Density functional theory data (ωB97M-V/def2-TZVPD) for a cluster of 2 separate species, C18H20N3 in total in a non-equilibrium geometry.

Its total charge is +1. For the highest occupied orbital energy, the calculation gives -10.727 eV. As for the multiplicity: 1. The calculation puts the relative energy (zero: lowest compared OMol25 entry of this formula, charge and spin) at 0.0 kcal per mole.

Each line ends with the Löwdin charge.
CARTESIAN COORDINATES (ANGSTROEM)
C 1.294980 -0.265027 -4.193625  0.003
N 0.770898 -0.540050 -2.852149  0.011
C 1.714783 -0.758004 -1.831435  -0.100
C 3.094991 -0.728641 -2.059930  -0.002
C 3.996873 -0.944681 -1.041953  -0.024
C 3.555030 -1.197141 0.249182  -0.046
C 2.211795 -1.230653 0.518102  0.011
C 1.265721 -1.015693 -0.507733  -0.121
C -0.107441 -1.048411 -0.244505  0.116
C -1.053832 -0.837958 -1.252120  -0.120
C -0.615293 -0.577731 -2.582830  -0.084
C -1.600076 -0.368131 -3.553281  0.004
C -2.946171 -0.408818 -3.249548  -0.025
C -3.368704 -0.663732 -1.952827  -0.050
C -2.439755 -0.874821 -0.969341  0.007
H 0.516690 -0.102587 -4.931177  0.082
H 1.920662 0.624743 -4.165926  0.110
H 1.903876 -1.102481 -4.528031  0.110
H 3.463825 -0.531704 -3.049686  0.104
H 5.055800 -0.915928 -1.246159  0.124
H 4.272069 -1.364326 1.036427  0.119
H 1.869125 -1.416947 1.520863  0.122
H -0.442852 -1.229271 0.760357  0.121
H -1.315641 -0.167757 -4.567141  0.100
H -3.681726 -0.240430 -4.019355  0.123
H -4.424098 -0.693214 -1.724283  0.120
H -2.764678 -1.070496 0.038214  0.121
C -1.794107 -0.513045 4.007046  -0.014
C -1.125769 0.742104 3.611553  -0.411
N -0.133489 0.814627 2.784316  0.042
C 0.276383 2.154485 2.651910  -0.235
C -0.553753 2.988522 3.650747  -0.162
N -1.502335 1.994614 4.128499  0.028
H -2.543034 -0.312049 4.772013  0.080
H -2.297796 -0.969769 3.155548  0.072
H -1.080030 -1.228325 4.414503  0.087
H 1.354719 2.238661 2.842294  0.108
H 0.098411 2.476048 1.617219  0.105
H 0.051776 3.373114 4.481923  0.113
H -1.086359 3.825671 3.181361  0.109
H -1.811470 2.085234 5.100958  0.139

Forces on atoms 1 to 6 (eV/Å):
C 0.105 0.014 -0.108
N -0.572 -0.215 1.124
C -1.175 0.133 -0.510
C 0.354 0.097 -0.478
C -0.382 0.152 -0.703
C -0.512 -0.160 0.798

# 3
Density functional theory data (ωB97M-V/def2-TZVPD) for the molecule C18H20N4O2S in a non-equilibrium geometry.

Its SMILES is CN1CCN(S(=O)(=O)c2ccc(N3CCC=N3)cc2)c2ccccc21. For the highest occupied orbital energy, the calculation gives -7.608 eV. As for the multiplicity: 1. The calculation puts the relative energy (zero: lowest compared OMol25 entry of this formula, charge and spin) at 96.4 kcal per mole.

Each line ends with the Löwdin charge.
CARTESIAN COORDINATES (ANGSTROEM)
C 1.391218 0.235439 -1.738611  -0.034
N 0.475767 1.290929 -2.258643  -0.144
C 0.840956 2.714112 -2.004867  -0.112
C 0.056842 3.237327 -0.781426  -0.159
N -1.322997 2.724470 -0.644519  -0.145
S -1.783597 2.499491 1.038414  0.776
O -3.241330 2.397918 1.195680  -0.303
O -1.257275 3.553025 1.929488  -0.314
C -0.899456 0.934278 1.429712  -0.269
C 0.231136 0.969490 2.241554  -0.060
C 0.982013 -0.198912 2.445961  -0.027
C 0.598497 -1.406955 1.873153  -0.190
N 1.381891 -2.583035 2.035057  -0.117
C 2.507962 -2.721347 2.966421  -0.137
C 2.878981 -4.206156 2.846592  -0.146
C 2.044535 -4.615452 1.679147  -0.148
N 1.230636 -3.706203 1.263577  0.092
C -0.601519 -1.412181 1.148450  -0.016
C -1.344733 -0.271350 0.918106  -0.058
C -1.786418 1.850533 -1.620531  -0.227
C -3.158258 1.712718 -1.892163  -0.013
C -3.622806 0.775425 -2.853101  -0.079
C -2.709121 -0.010773 -3.559318  -0.107
C -1.341774 0.103985 -3.351917  -0.015
C -0.878540 1.039843 -2.385859  -0.200
H 2.299539 0.184435 -2.366379  0.087
H 0.894493 -0.722898 -1.786285  0.077
H 1.621716 0.421296 -0.692780  0.071
H 1.926473 2.808082 -1.842098  0.126
H 0.633168 3.309641 -2.885644  0.113
H 0.050183 4.330554 -0.762657  0.119
H 0.648693 2.943411 0.096737  0.101
H 0.634569 1.903626 2.682978  0.126
H 1.867231 -0.134051 3.078211  0.105
H 2.178897 -2.450171 3.979125  0.123
H 3.344100 -2.069033 2.659381  0.121
H 3.951194 -4.380260 2.629302  0.118
H 2.578893 -4.747941 3.726498  0.102
H 2.141081 -5.630229 1.221029  0.121
H -0.941119 -2.315065 0.677087  0.104
H -2.270770 -0.300049 0.351044  0.123
H -3.845753 2.331295 -1.356782  0.098
H -4.691189 0.706244 -3.027953  0.097
H -3.089795 -0.611370 -4.385543  0.100
H -0.604212 -0.484136 -3.915630  0.118

Forces on atoms 1 to 6 (eV/Å):
C -0.451 0.971 -0.814
N 1.957 0.266 0.299
C -0.879 -1.214 0.413
C 0.986 0.191 0.634
N 0.473 1.124 1.776
S -1.086 0.831 1.921

# 4
Density functional theory data (ωB97M-V/def2-TZVPD) for a structure of composition C18H20N5O11P2PtS2 in a non-equilibrium geometry.

Its total charge is -1. For the highest occupied orbital energy, the calculation gives -5.071 eV. As for the multiplicity: 1. The calculation puts the relative energy (zero: lowest compared OMol25 entry of this formula, charge and spin) at 52.3 kcal per mole.

Each line ends with the Löwdin charge.
CARTESIAN COORDINATES (ANGSTROEM)
Pt 0.757805 0.431800 0.027486  1.137
O 2.788813 0.936438 4.029625  -0.114
P 1.956902 -0.070787 3.094024  0.200
O 2.085374 -1.475352 3.532025  -0.288
O 2.294123 0.358667 1.682115  -0.432
O 0.393728 0.319549 3.405328  -0.312
P -0.464515 1.588695 2.899630  0.208
O -1.939036 0.888813 2.993587  -0.158
O -0.413584 2.741915 3.809005  -0.276
O -0.147078 1.783102 1.426871  -0.387
H 2.662391 0.690910 4.951599  0.073
H -2.480112 1.472622 3.531743  0.072
S 2.721214 -0.092977 -1.147688  0.751
C 2.372588 -0.854956 -2.678523  -0.673
C 3.411810 -1.037449 -3.590353  -0.126
C 3.185416 -1.680447 -4.795053  -0.111
C 1.908671 -2.143454 -5.101386  -0.112
C 0.873978 -1.945469 -4.202367  -0.127
C 1.105509 -1.295430 -2.989175  -0.676
S -0.210562 -1.043649 -1.872046  0.785
H 4.398981 -0.663457 -3.341881  0.100
H 3.998672 -1.817469 -5.496160  0.093
H 1.718911 -2.641848 -6.043328  0.093
H -0.129816 -2.289033 -4.424931  0.097
O 0.856995 2.188727 -1.142901  -0.185
C -0.380819 2.274421 -1.548832  -0.629
O -1.257407 1.490281 -1.210645  -0.089
C -0.680824 3.392048 -2.501809  -0.099
C 0.129168 4.520459 -2.551915  0.007
C -0.148843 5.542335 -3.450576  -0.055
C -1.223325 5.430351 -4.316015  -0.010
C -2.005154 4.288819 -4.259606  -0.136
C -1.758501 3.266547 -3.363989  0.074
N -3.137885 4.163357 -5.194693  -0.355
O -3.395906 5.118849 -5.904405  0.057
O -3.751475 3.116418 -5.206785  0.078
H 0.972290 4.580026 -1.876752  0.124
H 0.477125 6.423876 -3.486332  0.105
H -1.465641 6.203531 -5.030065  0.113
H -2.385284 2.387428 -3.326680  0.134
C -1.499330 -2.184368 4.843913  -0.065
C -1.194952 -3.596182 4.345727  -0.405
C 0.253776 -3.975202 4.650708  -0.073
C -1.498060 -3.748324 2.855100  -0.105
N -0.644513 -2.920274 2.015354  -0.062
C -0.722211 -1.629905 1.732075  -0.105
N 0.271268 -1.366825 0.918699  -0.212
N 0.955696 -2.507295 0.701785  0.040
N 0.408441 -3.447317 1.353936  0.107
H -1.432603 -2.150155 5.932382  0.083
H -2.502934 -1.858980 4.557862  0.080
H -0.775806 -1.466472 4.452763  0.057
H -1.865037 -4.302295 4.847766  0.129
H 0.945878 -3.244756 4.223308  0.046
H 0.501246 -4.960312 4.248280  0.077
H 0.413819 -3.996443 5.729978  0.079
H -2.534981 -3.492346 2.635811  0.129
H -1.316205 -4.772854 2.534813  0.124
H -1.458190 -0.927900 2.091580  0.124

Forces on atoms 1 to 6 (eV/Å):
Pt 1.033 -1.699 -2.584
O -0.139 -0.027 -0.043
P 0.231 0.138 -0.179
O -0.021 0.002 -0.032
O -0.056 0.405 0.465
O 0.151 0.223 -0.036